[1]
{
  "formula": "C34H55Br2IrN5O2P2S3",
  "method": "wB97M-V/def2-TZVPD",
  "elements": ["Ir", "Br", "C", "C", "C", "Br", "C", "C", "C", "C", "N", "C", "C", "O", "H", "H", "H", "H", "S", "C", "S", "S", "O", "P", "N", "C", "C", "C", "C", "N", "C", "C", "C", "C", "N", "C", "C", "C", "C", "H", "H", "H", "H", "H", "H", "H", "H", "H", "H", "H", "H", "H", "H", "H", "H", "H", "H", "H", "H", "H", "H", "H", "H", "C", "C", "C", "C", "P", "N", "C", "C", "C", "C", "C", "C", "C", "C", "H", "H", "H", "H", "H", "H", "H", "H", "H", "H", "H", "H", "H", "H", "H", "H", "H", "H", "H", "H", "H", "H", "H", "H", "H", "H", "H"],
  "coordinates": [[-0.2859, -0.0046, -0.6903], [4.8782, 0.1551, -0.0749], [3.5202, -0.2680, 1.1704], [3.8747, -0.5892, 2.4812], [2.9228, -0.8619, 3.4277], [3.4748, -1.2807, 5.1990], [1.5494, -0.8173, 3.0991], [0.4829, -1.0591, 3.9955], [-0.8067, -0.9821, 3.5521], [-1.0577, -0.6671, 2.2072], [-0.0877, -0.4331, 1.3564], [1.2066, -0.5035, 1.7656], [2.1898, -0.2207, 0.7422], [1.8171, 0.0799, -0.4384], [4.9230, -0.6161, 2.7464], [0.7037, -1.3076, 5.0246], [-1.6394, -1.1771, 4.2143], [-2.0647, -0.6294, 1.8088], [-3.4102, 1.3748, -3.6686], [-2.2955, 0.6732, -2.6635], [-0.5845, 0.5628, -2.9123], [-2.5854, 0.0698, -1.0519], [-0.2689, 2.0937, -0.3574], [-0.4582, 3.3667, 0.3656], [-1.3379, 3.2323, 1.7451], [-1.0691, 3.8939, 3.0234], [-2.4566, 4.0307, 3.6431], [-3.1619, 2.7638, 3.1590], [-2.6787, 2.6242, 1.7172], [0.9931, 4.0062, 0.8123], [2.2079, 3.1991, 0.9345], [3.0950, 4.0875, 1.7958], [2.7565, 5.5138, 1.3281], [1.3505, 5.4165, 0.6934], [-1.2256, 4.4451, -0.6030], [-2.2993, 5.3724, -0.2964], [-2.1352, 6.5014, -1.3366], [-1.1415, 5.9555, -2.3870], [-0.9854, 4.4720, -2.0488], [-0.5607, 4.8491, 2.8885], [-0.4310, 3.2670, 3.6568], [-2.9602, 4.9141, 3.2406], [-2.4197, 4.1234, 4.7286], [-4.2480, 2.8198, 3.2239], [-2.8305, 1.9050, 3.7488], [-3.3376, 3.1513, 1.0199], [-2.6256, 1.5923, 1.3740], [2.6572, 3.0056, -0.0458], [1.9889, 2.2355, 1.3895], [4.1520, 3.8452, 1.6898], [2.8223, 3.9593, 2.8452], [3.4764, 5.8615, 0.5868], [2.7751, 6.2246, 2.1543], [1.3781, 5.7312, -0.3558], [0.6178, 6.0520, 1.1978], [-2.2297, 5.7270, 0.7340], [-3.2759, 4.8908, -0.4231], [-1.7527, 7.4104, -0.8712], [-3.0986, 6.7463, -1.7832], [-0.1798, 6.4626, -2.2929], [-1.4934, 6.1007, -3.4076], [-0.0030, 4.0640, -2.2845], [-1.7245, 3.8525, -2.5676], [-2.4286, -4.3990, -0.5440], [-0.9407, -4.5523, -0.1945], [-0.7913, -3.9807, 1.2216], [-0.5957, -6.0433, -0.1719], [0.0411, -3.4131, -1.3866], [-0.1963, -1.9570, -1.0812], [-0.5584, -3.8374, -3.1531], [0.4480, -3.2263, -4.1408], [-1.8813, -3.0861, -3.3874], [-0.7512, -5.3126, -3.5176], [1.8744, -3.9509, -1.2758], [2.2622, -3.9949, 0.2106], [2.2776, -5.2838, -1.9114], [2.7242, -2.8312, -1.9005], [-3.0263, -4.8323, 0.2654], [-2.7009, -4.9190, -1.4603], [-2.6983, -3.3455, -0.6477], [-1.6045, -4.3554, 1.8531], [-0.8572, -2.8963, 1.1715], [0.1481, -4.2514, 1.6996], [-1.3094, -6.5611, 0.4802], [0.3990, -6.2330, 0.2309], [-0.6582, -6.5082, -1.1552], [0.6513, -2.1825, -3.8951], [0.0112, -3.2561, -5.1440], [1.3878, -3.7749, -4.1801], [-1.8492, -2.0951, -2.9357], [-2.7434, -3.6190, -2.9906], [-2.0371, -2.9677, -4.4642], [0.1424, -5.9152, -3.3535], [-0.9985, -5.3799, -4.5833], [-1.5749, -5.7717, -2.9713], [1.8503, -4.8604, 0.7273], [1.9398, -3.0917, 0.7323], [3.3526, -4.0549, 0.2897], [1.7287, -6.1350, -1.5095], [3.3420, -5.4559, -1.7121], [2.1530, -5.2794, -2.9936], [2.3312, -1.8470, -1.6484], [2.7820, -2.9058, -2.9842], [3.7469, -2.9015, -1.5144]],
  "forces_ev_per_angstrom": [[-0.31, -0.23, -0.10], [-0.01, 0.00, -0.01], [0.00, 0.01, 0.02], [0.03, 0.00, 0.02], [-0.01, 0.02, -0.01], [0.00, 0.00, 0.00], [-0.01, -0.02, -0.01], [-0.03, 0.00, 0.01], [0.04, 0.00, 0.01], [-0.09, 0.06, 0.01], [0.02, 0.09, -0.15], [0.07, -0.05, 0.11], [-0.06, -0.03, -0.04], [0.15, 0.01, -0.03], [0.00, 0.00, 0.01], [0.00, 0.00, 0.00], [0.00, 0.00, 0.00], [0.00, 0.00, 0.00], [-0.01, -0.19, -0.05], [0.14, 0.45, 0.24], [-0.14, -0.04, -0.25], [0.16, -0.05, -0.10], [0.18, -0.03, 0.18], [-0.09, -0.07, -0.06], [-0.05, 0.17, -0.08], [0.03, -0.06, 0.04], [0.00, -0.01, 0.01], [-0.03, -0.01, 0.01], [0.02, -0.06, -0.02], [-0.08, 0.06, -0.02], [0.00, -0.01, 0.01], [0.00, 0.01, 0.01], [0.00, 0.00, 0.00], [0.03, 0.01, -0.05], [0.13, 0.00, 0.03], [-0.01, 0.00, 0.03], [-0.01, 0.00, -0.01], [-0.02, 0.01, -0.01], [-0.05, -0.04, 0.01], [-0.03, 0.02, -0.02], [0.02, 0.01, -0.01], [0.01, 0.00, 0.00], [-0.01, -0.01, 0.00], [0.01, -0.01, 0.01], [0.02, 0.01, 0.00], [0.00, 0.03, 0.03], [-0.01, -0.01, -0.01], [0.00, -0.03, 0.00], [-0.01, 0.03, 0.03], [0.00, 0.00, 0.00], [0.00, 0.00, 0.00], [0.00, -0.02, -0.01], [0.01, 0.01, -0.01], [-0.01, 0.02, 0.01], [0.00, -0.03, 0.03], [0.00, 0.00, -0.02], [0.01, 0.00, 0.01], [0.01, 0.00, 0.00], [0.00, 0.00, 0.00], [0.00, 0.00, 0.01], [0.00, 0.00, 0.00], [-0.01, 0.01, 0.00], [0.00, -0.01, 0.00], [0.00, 0.02, 0.02], [-0.01, 0.01, 0.00], [0.01, -0.02, -0.01], [0.01, -0.01, -0.01], [-0.21, 0.13, -0.24], [0.19, -0.29, 0.33], [0.01, 0.01, 0.00], [0.00, 0.03, 0.02], [-0.01, -0.02, -0.01], [0.01, -0.02, 0.00], [0.04, 0.10, 0.07], [0.01, 0.00, 0.00], [-0.01, -0.02, -0.02], [0.02, 0.02, -0.02], [0.00, 0.00, 0.00], [0.01, -0.01, 0.01], [0.00, -0.01, 0.00], [0.01, -0.02, 0.00], [-0.02, -0.01, 0.02], [0.01, 0.02, -0.01], [0.00, 0.00, 0.00], [0.01, 0.01, -0.01], [0.00, 0.00, 0.00], [-0.01, -0.01, 0.01], [0.00, 0.00, 0.00], [0.00, -0.01, 0.00], [0.01, -0.01, -0.03], [0.02, 0.03, -0.01], [0.00, -0.01, 0.00], [-0.01, 0.00, 0.00], [-0.01, 0.01, 0.00], [0.00, 0.01, 0.01], [0.00, -0.01, 0.00], [0.00, 0.02, -0.01], [0.00, 0.00, 0.00], [-0.02, -0.01, 0.01], [0.00, 0.00, 0.01], [0.00, 0.01, 0.01], [-0.01, 0.02, 0.03], [-0.02, 0.00, -0.01], [0.00, -0.01, 0.00]],
  "fmax_ha_per_bohr": 0.0103,
  "orbital_gap_ev": 5.9,
  "spin_multiplicity": 1,
  "e_above_lowest_kcal_mol": 7.6,
  "homo_ev": -3.769,
  "total_charge": -1
}

---

[2]
{
  "formula": "C34H55BrClCsF5MgN7NaO12S",
  "method": "wB97M-V/def2-TZVPD",
  "elements": ["C", "C", "O", "O", "C", "N", "S", "C", "N", "C", "C", "C", "C", "C", "C", "C", "C", "C", "N", "C", "C", "C", "N", "N", "N", "C", "O", "F", "C", "O", "F", "H", "H", "H", "H", "H", "H", "H", "H", "H", "H", "H", "H", "H", "H", "H", "H", "H", "H", "H", "H", "H", "H", "H", "Br", "Na", "C", "O", "O", "O", "H", "Mg", "C", "C", "C", "C", "C", "C", "N", "O", "C", "C", "C", "H", "H", "H", "H", "H", "H", "H", "H", "H", "H", "H", "H", "H", "H", "H", "H", "H", "H", "Cl", "O", "H", "C", "C", "O", "H", "H", "H", "H", "H", "H", "Cs", "C", "C", "O", "C", "O", "C", "F", "F", "F", "H", "H", "H", "H", "H", "H"],
  "coordinates": [[-3.1083, 2.3453, -0.1272], [-2.5018, 0.8884, 0.2602], [-2.4405, 0.5027, 1.4699], [-1.9776, -0.0283, -0.7384], [-0.8211, 0.6942, -1.3143], [0.3699, -0.1787, -1.5138], [1.5849, -0.2430, -0.1974], [0.6235, -0.9442, -2.5721], [1.8585, -1.7281, -2.5548], [1.7358, -2.4314, -3.8212], [2.9001, -3.4566, -4.1910], [3.2566, -4.2183, -2.7991], [2.4007, -5.4559, -2.4044], [2.6276, -6.2829, -1.0775], [3.8173, -5.8363, -0.0735], [4.6404, -4.5769, -0.4823], [4.3831, -3.7537, -1.8230], [5.2918, -2.4683, -2.1238], [0.5178, -2.0362, -4.4994], [0.2293, -2.6870, -5.8082], [0.8257, -1.9337, -7.1014], [2.3409, -1.4114, -6.9569], [2.4652, -0.1832, -6.0773], [-0.2239, -1.1071, -3.7588], [-1.4349, -0.5804, -4.1215], [-1.3809, 0.2211, -5.3622], [-1.9927, -0.2350, -6.3736], [-0.7407, 1.4764, -5.5037], [-2.5381, -1.5615, -4.1109], [-3.7187, -1.1163, -4.1562], [-2.4002, -2.9700, -3.9971], [-3.9993, 2.2440, -0.8455], [-3.4198, 2.8289, 0.8629], [-2.2692, 2.9629, -0.6039], [-0.5154, 1.5020, -0.5488], [-1.1252, 1.2307, -2.2815], [1.9467, 1.0604, 0.2175], [3.8382, -2.8357, -4.4753], [2.6175, -4.2158, -4.9955], [1.5338, -5.8131, -3.0788], [1.9930, -7.2145, -0.7828], [4.0538, -6.4129, 0.8981], [5.4808, -4.2304, 0.2315], [4.7956, -1.7847, -2.8928], [6.3608, -2.7980, -2.3985], [5.3959, -1.8320, -1.1463], [0.6666, -3.7622, -5.7858], [-0.9029, -2.8404, -6.0158], [0.8343, -2.7205, -7.9586], [0.1950, -1.0602, -7.4893], [3.1020, -2.2359, -6.6743], [2.6648, -1.0497, -8.0143], [1.5400, 0.1188, -5.7315], [3.0998, -0.3959, -5.2906], [1.7214, 2.0635, -1.2425], [7.0895, -1.7019, -0.1049], [5.4205, 4.0977, -1.4529], [4.8242, 3.0026, -1.2555], [4.7576, 4.8636, -2.3591], [6.4723, 4.5580, -0.9662], [4.0579, 4.1905, -2.4739], [3.7544, -8.1958, -0.8764], [-2.4602, 3.4893, 4.7740], [-3.9980, 3.4681, 4.6489], [-4.6343, 3.5346, 6.0562], [-4.5101, 4.8810, 6.7645], [-4.4182, 6.0681, 5.8086], [-5.0043, 5.8148, 4.4004], [-4.3283, 4.6441, 3.8254], [-4.7473, 4.3478, 2.5822], [-4.6534, 7.0602, 3.5549], [-6.5403, 5.7107, 4.4854], [-4.3932, 2.0917, 4.0697], [-1.9843, 3.4050, 3.7935], [-2.0992, 2.6557, 5.3860], [-2.0986, 4.4126, 5.2340], [-5.6984, 3.2840, 5.9831], [-4.2043, 2.7588, 6.7019], [-5.3701, 5.0072, 7.4320], [-3.6284, 4.8795, 7.4134], [-4.8958, 6.9384, 6.2727], [-3.3610, 6.3410, 5.7103], [-3.5704, 7.1534, 3.4242], [-5.0055, 7.9759, 4.0428], [-5.1116, 7.0259, 2.5628], [-6.9629, 6.6258, 4.9178], [-6.8801, 4.8775, 5.1068], [-6.9963, 5.5891, 3.4973], [-4.0565, 1.2839, 4.7283], [-3.9366, 1.9083, 3.0942], [-5.4789, 1.9962, 3.9669], [-7.8192, 6.3800, 2.0888], [3.9187, -11.4102, -1.4478], [3.8562, -12.2548, -1.0119], [-11.2350, 8.1837, 4.1974], [-10.3306, 9.3969, 4.1044], [-9.2043, 9.2324, 4.9568], [-11.5744, 8.0348, 5.2278], [-12.1078, 8.2983, 3.5515], [-10.6976, 7.2773, 3.9053], [-10.8646, 10.2958, 4.4175], [-9.9768, 9.5442, 3.0804], [-8.7309, 8.4332, 4.6644], [-8.9898, 6.9098, 5.0352], [10.3458, -8.5886, -1.7655], [10.3785, -9.5264, -0.5709], [10.2623, -8.8633, 0.6774], [8.9396, -8.4787, 1.1513], [8.1081, -9.4984, 1.1251], [8.3685, -7.1962, 0.4428], [9.3556, -6.2819, 0.2108], [7.4618, -6.5544, 1.2300], [7.7645, -7.4123, -0.7456], [10.8988, -7.6680, -1.5628], [10.7783, -9.0779, -2.6437], [9.3237, -8.3160, -2.0277], [11.3679, -9.9970, -0.5535], [9.6590, -10.3433, -0.6825], [9.1958, -8.0757, 2.1489]],
  "forces_ev_per_angstrom": [[0.62, -1.02, 0.18], [-0.08, -1.30, 4.32], [-0.51, 1.72, -5.50], [0.37, 2.25, 0.38], [-0.49, 1.08, 0.29], [-1.40, -0.69, -1.34], [-0.02, -3.51, 2.55], [0.74, 0.38, 1.84], [-3.95, -0.98, -5.87], [-1.97, 3.36, 3.25], [-0.06, 0.24, 1.51], [0.45, -2.02, 3.07], [1.57, 0.80, 1.40], [2.40, 2.40, -0.38], [-0.18, 3.34, -3.40], [-2.52, -1.82, -1.13], [-1.68, -2.07, 0.13], [-0.38, -0.81, 0.99], [3.67, -3.59, -1.00], [-1.02, -0.30, -1.83], [1.00, -0.54, -0.50], [-0.07, 0.60, -1.10], [-0.06, -1.51, 0.03], [3.37, -0.18, 2.41], [1.37, -1.48, -0.60], [-3.23, -0.76, -5.90], [3.18, 2.48, 4.90], [-1.26, -3.77, 1.82], [-7.40, 1.52, -0.11], [6.29, -2.33, 0.17], [1.25, 3.64, -0.17], [1.45, 0.10, 1.07], [0.35, -0.71, -1.52], [-1.28, -0.84, 0.56], [-0.10, -1.45, -1.60], [0.58, -0.92, 1.30], [-0.25, -1.10, 0.18], [-1.77, -1.10, 0.16], [0.47, 1.22, 1.15], [1.67, 0.76, 1.16], [0.21, 2.36, -0.51], [-0.40, 1.12, -1.56], [-1.55, -0.75, -1.28], [1.00, -0.92, 1.15], [-1.57, 0.49, -0.09], [-1.03, -0.92, -1.76], [-0.68, 2.00, 0.25], [1.85, 0.39, 0.77], [-0.18, 1.26, 1.46], [0.72, -1.23, 0.86], [-1.40, 1.23, -0.25], [-0.60, -0.89, 1.62], [0.99, -0.22, -0.08], [-0.80, 0.54, -0.43], [0.77, 5.31, -2.69], [0.29, 0.24, 0.18], [1.52, -0.38, 1.28], [0.60, -0.52, 0.38], [-0.92, 0.22, -0.83], [-0.44, -0.35, -0.18], [-0.37, 0.74, -0.58], [1.32, -2.66, -0.45], [0.33, -0.06, 0.20], [1.09, -0.94, 1.04], [-0.32, 0.26, 0.08], [-0.01, 0.01, 0.35], [0.45, -0.09, -0.03], [0.39, 1.41, 0.89], [-2.68, -1.34, -2.70], [1.21, 0.75, 2.27], [0.02, -0.12, -0.48], [1.44, -1.04, 0.74], [-0.19, 0.38, -0.64], [-0.18, 0.02, 0.02], [-0.14, 0.03, -0.05], [-0.10, 0.00, -0.03], [0.11, -0.04, -0.23], [0.08, 0.01, -0.35], [0.07, -0.07, -0.02], [-0.08, 0.04, -0.05], [-0.06, -0.03, -0.30], [-0.11, 0.01, -0.20], [-0.09, -0.12, 0.12], [-0.04, -0.19, 0.10], [0.01, -0.16, 0.20], [2.74, -0.70, -0.35], [0.18, -0.08, 0.40], [0.55, -0.22, 0.57], [0.07, 0.34, 0.12], [-0.09, 0.10, 0.14], [0.09, 0.14, -0.07], [-1.63, 1.12, -1.62], [-0.14, 1.82, -0.72], [-0.10, -0.22, 0.75], [-1.24, 0.06, -0.67], [-0.06, 0.17, -0.52], [0.22, 3.50, 0.13], [-0.11, 0.06, -0.07], [0.08, 0.04, 0.08], [-2.10, 0.84, -1.21], [0.18, -0.12, 0.09], [-0.15, 0.02, -0.01], [0.87, 7.84, -1.84], [-0.72, -11.92, 3.82], [-0.30, 0.07, -0.33], [0.28, -0.09, 0.25], [0.51, 0.91, -0.51], [-1.05, -2.19, 0.12], [-0.17, 1.38, -0.10], [1.06, -0.65, -0.15], [-0.31, 0.36, -0.11], [-0.13, 0.00, -0.13], [-0.31, 0.28, 0.21], [0.07, -0.12, 0.02], [0.05, 0.00, 0.05], [0.10, 0.01, -0.01], [-0.02, 0.03, 0.19], [-0.22, 0.22, 0.17], [0.16, 0.16, 0.29]],
  "fmax_ha_per_bohr": 0.2438,
  "orbital_gap_ev": 1.0,
  "spin_multiplicity": 1,
  "homo_ev": -3.150,
  "total_charge": -1
}